C3H10Si3 | ωB97M-V/def2-TZVPD

Geometry as XYZ:
```
16
Properties=species:S:1:pos:R:3:nbo_charge:R:1
C 0.503 1.201 -1.398 -0.132
C 0.699 1.266 -0.113 -0.407
C -0.723 1.553 -0.619 -0.664
Si 0.660 -2.474 -0.973 0.582
Si 1.713 1.161 1.434 0.878
Si -2.110 0.307 -0.347 0.876
H -1.009 2.605 -0.642 0.199
H 0.872 1.001 -2.376 0.227
H 2.041 -1.928 -0.979 -0.288
H 1.055 -3.896 -0.797 -0.287
H 0.812 1.238 2.587 -0.155
H 2.657 2.281 1.468 -0.150
H 2.446 -0.102 1.465 -0.159
H -3.286 1.074 0.079 -0.177
H -1.733 -0.632 0.705 -0.176
H -2.421 -0.403 -1.593 -0.167
```

Kohn-Sham gap: 7.41 eV
ΔE to the lowest compared entry with this formula, charge and spin: 64.1 kcal per mole
total charge: 0

C20H15LuN5O3S | ωB97M-V/def2-TZVPD

Geometry as XYZ:
```
45
Properties=species:S:1:pos:R:3:nbo_charge:R:1
Lu 0.018 0.120 0.041 1.982
S -2.437 -4.102 -0.245 0.328
C -2.425 -3.722 1.444 -0.257
C -2.985 -4.444 2.494 -0.241
C -2.847 -3.938 3.772 -0.226
C -2.162 -2.734 3.987 -0.241
C -1.607 -2.019 2.941 -0.214
C -1.738 -2.519 1.648 0.188
N -1.238 -1.924 0.483 -0.522
C -1.529 -2.640 -0.562 0.129
C -1.132 -2.272 -1.939 -0.088
C -1.460 -3.084 -3.033 -0.230
C -1.059 -2.718 -4.300 -0.260
C -0.328 -1.543 -4.469 -0.229
C -0.012 -0.752 -3.373 -0.218
C -0.405 -1.086 -2.063 -0.467
H -3.512 -5.372 2.312 0.202
H -3.274 -4.478 4.610 0.195
H -2.064 -2.350 4.995 0.199
H -1.055 -1.063 3.032 0.345
H -2.026 -4.003 -2.903 0.191
H -1.308 -3.340 -5.152 0.192
H -0.008 -1.250 -5.465 0.188
H 0.556 0.158 -3.523 0.220
N 4.142 -0.557 1.285 -0.516
C 4.025 -1.853 0.825 -0.110
C 2.764 -1.967 0.336 -0.056
N 2.108 -0.774 0.487 -0.502
C 2.952 0.057 1.058 0.363
C 2.564 1.410 1.366 0.306
N 1.319 1.805 1.069 -0.412
C 1.217 3.085 1.488 -0.021
C 2.407 3.489 2.020 -0.096
N 3.256 2.420 1.947 -0.501
H 4.953 -0.147 1.707 0.409
H 4.815 -2.581 0.874 0.210
H 2.307 -2.835 -0.107 0.225
H 0.310 3.659 1.402 0.208
H 2.683 4.438 2.447 0.203
H 4.200 2.393 2.281 0.402
O -0.296 0.110 1.981 -1.425
O 2.502 2.662 -0.546 -0.732
C 1.973 2.246 -1.563 0.667
O 1.047 1.363 -1.673 -0.823
H 2.311 2.702 -2.527 0.035
```

Kohn-Sham gap: 5.11 eV
ΔE to the lowest compared entry with this formula, charge and spin: 38.6 kcal per mole
total charge: -1

C5H7NO | ωB97M-V/def2-TZVPD

Geometry as XYZ:
```
14
Properties=species:S:1:pos:R:3:nbo_charge:R:1
C 0.928 0.126 1.526 -0.409
N 0.085 0.107 0.341 -0.373
C -0.288 1.205 -0.485 -0.296
C -1.189 0.542 -1.487 -0.190
C -1.087 -0.828 -1.492 -0.467
C -0.329 -1.000 -0.296 0.545
O 0.075 -2.154 0.238 -0.660
H 1.874 -0.391 1.311 0.213
H 0.426 -0.391 2.360 0.219
H 1.128 1.165 1.824 0.215
H -0.367 2.183 0.010 0.228
H 0.365 1.253 -1.399 0.259
H -1.625 1.209 -2.227 0.203
H -0.220 -2.842 -0.380 0.513
```

SMILES: CN1CC=C=C1O
Kohn-Sham gap: 8.34 eV
ΔE to the lowest compared entry with this formula, charge and spin: 79.8 kcal per mole
total charge: 0

HOMO energy across the listed records, respectively: -8.55 -2.62 -7.67 eV.